(1)
80
Properties=species:S:1:pos:R:3:forces:R:3:mulliken_charge:R:1 method="wB97M-V/def2-TZVPD" e_tot_ha=-2082.72142 gap_ha="0.2291 / 0.2307" charge=+2 lumo_ev="-6.67 / -8.23" multiplicity=5 s_squared=6.0356
Os -0.134092 -0.238426 0.115941 -1.0 -1.7 4.5 0.253
C -0.884033 -1.775007 1.844853 0.9 -0.7 0.1 0.513
C 0.448623 -2.012407 1.193413 0.0 0.4 2.4 2.598
C 0.714479 -0.792677 3.205052 -0.9 0.7 0.5 0.668
C -0.683409 -1.004528 3.025557 0.6 0.3 -0.1 0.132
C 1.411727 -1.408096 2.163428 -0.4 -1.2 -1.5 0.461
C -2.057477 -2.703621 1.791885 -0.5 -0.5 0.0 -2.090
H -1.960509 -3.502676 1.042772 -0.1 0.4 0.4 0.533
H -3.020689 -2.180055 1.637922 0.4 -0.3 0.1 0.346
H -2.117699 -3.228103 2.769157 -0.1 0.4 -0.4 0.472
C -1.710231 -0.777555 4.082738 -0.2 0.3 -0.1 -2.000
H -2.712842 -0.695807 3.640209 0.3 0.0 0.3 0.385
H -1.494646 0.137304 4.651865 -0.2 -0.4 -0.1 0.469
H -1.717684 -1.626734 4.790263 0.0 0.3 -0.3 0.425
C 1.368822 -0.161814 4.389662 -0.1 0.0 -0.1 -1.689
H 1.756937 -0.939984 5.067227 -0.1 0.2 -0.1 0.398
H 0.661557 0.463571 4.943953 0.3 -0.2 0.0 0.396
H 2.217617 0.456598 4.065687 -0.2 -0.2 0.2 0.392
C 2.869052 -1.674067 2.220420 0.4 -0.3 0.1 -1.789
H 3.114686 -2.134734 3.198748 -0.1 0.3 -0.4 0.483
H 3.456174 -0.742529 2.140839 -0.1 -0.4 0.2 0.307
H 3.196781 -2.382868 1.445160 -0.1 0.4 0.3 0.378
C 0.813640 -3.363174 0.647210 0.2 -0.3 -0.1 -2.351
H 1.188735 -3.964812 1.491112 -0.1 0.0 -0.4 0.496
H 1.607568 -3.301212 -0.102506 -0.2 -0.2 0.0 0.270
H -0.036905 -3.905874 0.231066 0.3 0.0 0.0 0.632
C -1.177693 1.222298 -2.636095 -1.1 1.4 -1.3 -0.157
C -1.793826 -0.077262 -2.824117 -0.6 -1.2 -0.6 -0.505
C -1.193778 -1.006001 -3.954594 -0.1 0.4 0.1 -1.575
C 0.345055 -0.984424 -4.191921 -0.5 -1.1 -1.4 -1.121
C 1.131752 -0.661416 -3.030096 1.1 -0.7 -0.3 -0.328
C 1.530809 0.692679 -2.640989 -0.9 1.3 -0.7 0.855
C 1.024400 1.889022 -3.518635 0.8 -1.0 -0.4 -1.090
C -0.479861 1.844818 -3.780374 0.1 0.6 -0.6 -1.429
H -1.660559 -0.710546 -4.901169 -0.1 0.1 0.3 0.510
H 0.585800 -0.356481 -5.073511 -0.1 -0.1 0.6 0.390
H -1.504357 -2.043380 -3.826465 -0.1 0.2 0.0 0.518
H -0.683297 1.317687 -4.724052 0.0 0.1 0.4 0.220
H -1.720059 1.924167 -2.001542 0.2 -0.3 0.2 0.752
H -2.811988 0.092080 -3.182133 -0.3 0.1 -0.2 0.781
H -0.861549 2.868704 -3.918205 0.2 -0.2 0.0 0.452
H 1.247567 2.850728 -3.047496 0.4 -0.3 0.1 0.305
H 2.617877 0.794379 -2.634199 0.0 0.0 0.2 0.731
H 1.618528 1.803876 -4.439146 -0.3 0.5 0.0 0.602
H 0.644342 -2.011610 -4.479260 -0.3 0.4 -0.1 0.424
H 1.629466 -1.496651 -2.538640 -0.1 0.3 0.1 0.436
P -2.168354 -0.651108 -1.087916 2.6 1.3 -0.3 1.366
C -3.617142 0.437457 -0.760762 -1.1 -0.6 0.4 -0.957
C -1.946438 -2.424085 -1.266451 -1.1 -1.4 0.2 0.140
P 2.311521 0.608300 -0.005764 -1.2 0.0 -0.2 0.757
C 0.936520 0.833848 -1.246521 2.9 2.2 -0.3 -0.933
C 3.432366 -0.664668 -0.744225 0.2 0.4 0.2 -1.249
C 2.951994 2.335397 -0.212278 0.6 -0.4 0.3 -1.211
H -3.386196 1.229708 -0.024492 0.2 -0.6 -0.3 0.080
H -4.469807 -0.141089 -0.362298 0.3 0.3 -0.1 0.433
H -3.947862 0.922733 -1.696561 0.2 -0.4 0.4 0.453
H -1.479685 -2.680810 -2.228302 -0.5 0.3 0.3 0.105
H -2.894941 -2.965974 -1.143698 0.4 -0.2 -0.1 0.466
H -1.225628 -2.741721 -0.507567 -0.6 0.2 -0.4 -1.185
H 2.797505 2.688595 -1.232951 0.1 -0.1 0.1 0.310
H 4.025970 2.333709 0.011754 -0.2 0.1 0.0 0.563
H 2.452661 2.998855 0.496962 0.0 -0.1 -0.1 0.230
H 0.483380 1.819016 -1.126283 0.4 0.1 0.0 0.971
H 0.052168 -0.027715 -1.425274 0.1 0.3 -1.6 -2.190
H 4.251505 -0.870241 -0.034495 -0.3 0.1 -0.4 0.490
H 3.851316 -0.299615 -1.692252 0.0 -0.3 0.3 0.500
H 2.863851 -1.597926 -0.901198 0.3 0.5 0.1 0.172
C -2.198215 1.876529 2.336623 -0.2 -0.2 -0.1 -1.443
Si -0.586389 1.815935 1.323993 -0.5 2.0 0.8 1.470
C -0.745067 3.370950 0.192167 -0.1 -0.5 0.1 -1.529
C 0.676860 2.478294 2.613018 0.2 -0.3 0.0 -1.303
H -2.885991 1.039757 2.163180 0.0 0.2 0.1 0.302
H -2.730703 2.814123 2.103117 0.1 -0.3 0.0 0.535
H -1.968497 1.908991 3.414721 -0.1 -0.1 -0.5 0.430
H -0.977069 4.196980 0.884413 0.0 -0.3 -0.2 0.564
H 0.175819 3.638608 -0.338513 -0.2 0.0 0.0 0.321
H -1.567729 3.287653 -0.525485 0.1 0.2 0.1 0.382
H 0.746308 3.577637 2.502666 -0.1 -0.5 0.0 0.524
H 1.692682 2.066619 2.532485 -0.2 0.2 0.1 0.171
H 0.308498 2.291898 3.637194 0.2 0.0 -0.5 0.406

***

(2)
50
Properties=species:S:1:pos:R:3:forces:R:3:mulliken_charge:R:1 method="wB97M-V/def2-TZVPD" e_tot_ha=-1556.46892 gap_ha=0.2430 lumo_ev=-0.86
O 2.894755 3.408928 0.133945 -0.9 -2.4 1.4 -0.647
O 5.666296 0.159016 0.518299 0.9 -1.5 1.0 -0.529
O 6.286943 -1.519951 1.919669 -1.7 2.3 -2.5 -0.537
N -2.539805 -2.011521 -1.293975 3.3 -0.2 0.5 -0.837
O 1.852203 -4.126868 1.678462 1.1 -2.3 -0.9 -0.491
O 0.216740 -2.688240 2.335758 1.4 0.7 -0.7 -0.524
O 2.133610 2.035982 1.829341 -0.7 -0.1 -0.6 -0.274
O -0.661469 -1.491278 -0.541073 10.5 -2.4 5.5 -0.272
C 1.994138 2.748970 0.671727 0.6 3.1 -2.9 0.502
C -3.490814 -1.306394 -1.788530 -5.4 3.6 -1.9 0.523
C -1.596534 -1.100521 -1.134847 -8.5 1.8 -4.2 0.528
C -4.783923 -1.816619 -2.090009 1.9 -1.5 0.2 -0.329
C -5.753369 -1.054763 -2.655162 -0.8 1.6 -0.4 -0.552
C -5.545495 0.444884 -2.704907 0.4 -2.1 0.3 -0.537
C -4.356963 1.008083 -2.272097 1.9 -2.8 0.7 -0.604
C -1.413517 1.820602 0.248120 -0.5 -1.5 -3.2 -0.023
C -1.227385 1.342371 -1.078892 -0.6 2.7 5.0 -0.747
C 3.710472 -2.531536 1.299066 -0.9 -2.7 0.1 -1.013
C 1.745213 -0.675199 2.091201 -1.9 1.3 -0.6 -0.433
C 2.442729 -2.928181 1.703489 -2.3 2.7 0.4 0.798
C 1.406556 -2.000247 2.066089 1.2 -2.0 0.0 0.144
C 4.069509 -1.202078 1.377579 -2.5 1.3 1.9 0.125
C 3.054928 -0.256617 1.863717 1.6 -0.5 -1.7 0.898
C -3.225845 0.083256 -1.889018 -4.2 0.9 -1.4 0.410
N -1.899901 0.227848 -1.532835 -0.7 -3.1 0.6 0.695
N 0.688679 2.915160 0.046507 3.9 -0.9 1.3 0.357
N 5.471244 -0.828027 1.230127 0.7 -0.5 1.2 0.874
C 0.517790 -4.099571 2.090684 -0.2 1.1 1.6 -0.258
C 3.332268 1.243018 1.997466 0.2 -0.6 -3.7 -1.219
C -0.463521 2.870710 0.812913 -1.9 -2.0 2.3 -1.027
C -0.195132 1.872577 -1.976015 -1.0 2.0 -1.1 -0.382
C 0.538590 3.065474 -1.400584 1.1 0.3 0.0 -0.911
H -0.012649 -0.827050 -0.314190 0.6 0.4 0.3 0.113
H -4.723214 -2.932301 -1.865190 -1.1 1.4 -0.7 0.295
H -6.646596 -1.635786 -3.026772 0.7 1.4 0.5 0.317
H -6.272494 1.188880 -3.026381 -0.3 -0.7 0.0 0.359
H -4.338498 2.060464 -2.082928 0.5 0.5 -0.3 0.384
H -2.215091 1.329838 0.876816 1.0 0.7 -0.7 0.436
H 4.267986 -3.415191 0.947392 0.6 1.1 0.1 0.408
H 0.946866 0.126885 2.040501 1.0 -1.0 0.9 0.327
H 0.403599 -4.657574 3.048843 0.2 0.4 -0.5 0.251
H -0.187234 -4.508317 1.378900 0.1 0.1 -0.6 0.301
H 4.078450 1.508482 1.211257 -0.7 0.1 0.6 0.543
H 3.784496 1.401671 2.903138 0.6 0.9 2.5 0.513
H -0.242022 2.474091 1.851494 0.2 0.4 -1.0 0.309
H -0.898800 3.846719 1.048005 -0.3 0.1 -0.5 0.389
H -0.611970 2.219717 -2.983806 0.4 -0.9 1.2 0.235
H 0.401546 1.032634 -2.082113 1.9 -1.5 -1.0 0.353
H 1.523420 3.271365 -1.950601 -1.4 -0.3 1.2 0.320
H -0.126784 3.906203 -1.530580 0.0 0.6 -0.2 0.439

***

(3)
93
Properties=species:S:1:pos:R:3:forces:R:3:mulliken_charge:R:1 method="wB97M-V/def2-TZVPD" e_tot_ha=-5070.03954 gap_ha=0.3697 lumo_ev=0.34
O -2.935436 0.640414 -4.555335 0.5 -0.7 0.6 -0.494
C -2.685371 -0.095466 -3.652371 -0.3 0.4 -0.4 0.106
Br -3.726319 0.054770 -2.009373 0.5 -0.2 -0.2 -0.132
C -1.601023 -1.190697 -3.745372 -1.2 0.6 0.5 0.414
O -1.657427 -2.039230 -2.563847 1.7 0.2 0.6 -0.201
C -0.546976 -2.822742 -2.585097 0.5 -1.4 -2.0 0.570
O -0.189183 -3.364059 -3.604056 -0.3 0.4 1.0 -0.472
O 0.190547 -3.091526 -1.444573 -1.5 0.9 0.0 -0.374
C 0.711196 -1.986382 -0.783150 1.3 0.1 0.3 0.858
F 1.747863 -2.481429 -0.052355 0.0 -0.4 -0.1 -0.387
F -0.120578 -1.487622 0.146972 -0.6 -0.3 -0.3 -0.168
C 1.252170 -0.909021 -1.693072 -1.1 0.0 0.8 -0.100
C 0.849785 0.381210 -1.446416 -0.1 1.5 -0.3 -0.435
C 1.338403 1.431309 -2.244078 -0.5 -0.3 0.7 -1.423
C 2.219840 1.160704 -3.263922 -0.5 0.7 0.4 -0.249
C 2.588164 -0.147875 -3.456319 1.4 -0.1 -1.9 0.338
C 3.593780 -0.475823 -4.551918 -0.1 -0.3 1.4 0.590
F 4.519452 -1.320385 -4.055149 0.3 0.1 -0.2 -0.283
F 3.059148 -1.107720 -5.605246 -0.2 0.3 -0.4 -0.247
F 4.216265 0.631633 -4.963498 0.1 0.0 -0.5 -0.269
C 2.134303 -1.186997 -2.709929 -0.3 -1.1 0.4 -0.453
H -0.622312 -0.704969 -3.790934 -0.1 0.0 -0.2 -0.126
H -1.821482 -1.741134 -4.659930 0.2 -0.1 0.1 0.375
H 0.155898 0.639021 -0.653824 0.1 -0.2 0.0 0.763
H 1.033457 2.445803 -2.019195 0.0 -0.1 0.0 0.580
H 2.581048 1.986283 -3.860067 0.2 -0.2 -0.1 0.469
H 2.441135 -2.210786 -2.894006 0.1 0.1 -0.1 0.602
C 2.991928 3.124862 0.853344 -0.1 -0.1 0.2 -0.495
O 1.586034 2.959513 0.702336 0.0 0.0 -0.2 -0.381
H 3.488537 2.762284 -0.044944 -0.1 0.0 -0.1 0.200
H 3.236795 4.180901 0.995359 0.2 0.0 0.0 0.317
H 3.332054 2.544237 1.712814 0.2 0.1 0.0 0.160
H 1.185633 3.294494 1.510074 -0.1 -0.1 0.0 0.217
C -1.580261 -6.752973 -3.147295 0.0 0.4 0.0 -0.492
O -2.764240 -5.968788 -3.030775 0.0 -0.2 0.0 -0.521
H -1.867746 -7.765449 -3.419735 -0.1 0.0 0.0 0.266
H -0.931193 -6.342041 -3.924433 0.1 -0.1 0.0 0.225
H -1.045616 -6.776139 -2.193670 0.1 -0.1 -0.1 0.222
H -2.499221 -5.077518 -2.790914 -0.1 0.0 0.0 0.311
C -0.511110 0.928604 2.614105 0.0 -0.4 -0.1 -0.554
O -1.449382 0.510382 1.617739 0.1 0.4 0.2 -0.425
H -0.553902 2.012866 2.692593 0.0 0.0 0.0 0.152
H -0.764274 0.489573 3.581700 0.1 0.1 0.1 0.472
H 0.500919 0.630368 2.331212 0.1 0.1 0.1 0.212
H -1.404932 -0.446633 1.558695 -0.1 0.0 0.0 0.183
C -6.999069 2.233147 -1.437221 0.1 0.1 -0.2 -0.700
O -5.731802 2.612672 -1.969794 -0.1 0.2 0.2 -0.357
H -6.834135 1.765259 -0.469688 0.1 0.0 0.0 0.256
H -7.636682 3.111478 -1.307206 -0.1 -0.1 0.1 0.317
H -7.491415 1.519573 -2.102788 -0.1 0.0 0.1 0.285
H -5.893082 3.023091 -2.824158 0.1 0.0 -0.1 0.229
C 3.072892 1.147545 4.502788 0.0 0.3 0.0 -0.410
O 2.398167 2.363759 4.167252 -0.1 0.0 -0.1 -0.464
H 2.642043 0.345554 3.915223 0.0 0.0 0.0 0.047
H 4.138329 1.227826 4.272329 0.0 -0.1 0.0 0.317
H 2.940664 0.923835 5.563844 0.1 -0.2 0.0 0.294
H 2.785489 3.068979 4.691898 0.0 0.0 0.0 0.246
C 3.278110 -2.904321 5.199241 -0.3 0.0 -0.6 -0.561
O 2.956132 -1.989393 4.153181 0.1 0.2 -0.1 -0.434
H 4.109074 -2.500793 5.767076 0.0 0.1 0.0 0.264
H 2.423288 -3.032998 5.858772 0.1 -0.1 0.1 0.226
H 3.565894 -3.870632 4.774198 0.0 -0.1 0.1 0.243
H 2.215253 -2.363587 3.660700 0.1 -0.2 0.1 0.335
C 2.678192 -1.695314 8.810137 0.2 -0.2 0.1 -0.552
O 3.223340 -2.767843 8.047127 0.0 0.1 0.4 -0.457
H 1.916742 -1.204173 8.208469 0.0 -0.1 -0.1 0.216
H 2.220636 -2.073525 9.727779 -0.1 0.1 0.0 0.276
H 3.457982 -0.971730 9.061589 -0.1 0.1 0.0 0.258
H 3.893941 -3.193483 8.588610 0.0 0.0 0.0 0.265
C 1.482115 2.662789 -6.635332 0.1 -0.3 0.0 -0.601
O 1.013259 1.395807 -6.186403 0.0 0.1 0.0 -0.398
H 0.643823 3.354890 -6.634456 0.0 -0.1 0.0 0.238
H 2.260812 3.042468 -5.966285 0.0 0.1 -0.1 0.247
H 1.880751 2.583884 -7.649474 0.0 0.2 0.0 0.288
H 1.762968 0.794151 -6.194657 -0.1 -0.1 -0.1 0.251
C -3.055421 3.892393 1.627261 0.1 -0.4 0.0 -0.489
O -3.539190 2.625159 2.046848 0.0 0.2 0.1 -0.555
H -3.885762 4.595544 1.630812 0.0 0.0 0.0 0.254
H -2.281122 4.253189 2.312632 0.0 0.2 -0.1 0.273
H -2.646773 3.827885 0.613808 0.0 0.2 0.0 0.178
H -2.792426 2.013962 2.038200 -0.2 -0.2 -0.2 0.320
C 0.397460 -5.207372 3.299106 0.1 0.1 -0.2 -0.662
O 1.264217 -4.101973 3.055886 -0.1 0.0 0.0 -0.426
H 0.072295 -5.163003 4.335310 0.0 0.1 0.0 0.255
H -0.476824 -5.154998 2.646059 -0.1 -0.1 0.1 0.249
H 0.926748 -6.147578 3.129047 -0.1 -0.1 0.1 0.296
H 1.545920 -4.150522 2.137011 0.0 0.1 0.0 0.227
C -4.430122 5.953785 -2.519139 -0.1 -0.3 0.3 -0.472
O -5.195892 5.931241 -1.322502 0.0 0.1 0.0 -0.504
H -4.349858 6.981330 -2.866330 -0.1 0.0 0.1 0.257
H -3.427928 5.560317 -2.329191 0.0 0.0 -0.2 0.214
H -4.924018 5.354987 -3.290261 0.2 0.1 -0.2 0.200
H -5.251385 5.010909 -1.039453 0.0 0.0 0.0 0.304